Density functional theory data (the ωB97M-V functional and the def2-TZVPD basis) for a 2-piece molecular cluster, C11H13N2 overall at a distorted geometry.

Geometry as XYZ:
```
26
Properties=species:S:1:pos:R:3:forces:R:3:lowdin_charge:R:1
C 0.784 -1.851 -0.011 0.375 -0.716 0.837 -0.27
C -3.598 -0.683 -0.261 -0.474 0.749 1.702 0.02
C -2.926 -0.132 -1.328 1.568 0.241 1.382 -0.04
C -2.934 -0.923 1.007 -1.095 1.433 -3.325 -0.04
C -1.620 0.333 -1.161 0.006 -0.958 0.946 0.02
C -1.684 -0.471 1.195 1.907 1.595 -1.870 -0.01
C -0.973 0.292 0.102 -1.357 -1.169 0.945 -0.20
C 3.023 -0.579 -0.164 1.811 0.243 2.619 -0.05
C 2.314 -0.468 -1.415 0.151 -2.449 0.107 -0.02
C 0.821 1.277 1.612 0.091 0.345 0.179 -0.03
C 0.250 0.954 0.317 -0.754 -0.285 0.475 -0.02
N -0.075 -2.551 0.300 -0.178 -0.554 -0.278 0.23
N 1.586 -0.813 -0.146 0.258 0.930 -1.123 -0.06
H -4.710 -0.685 -0.290 0.948 -0.717 -0.094 0.14
H -3.378 0.129 -2.225 -1.023 -0.035 -1.494 0.10
H -3.541 -1.145 1.811 -0.916 -1.218 1.589 0.09
H -1.093 0.650 -2.033 0.293 0.765 -0.318 0.12
H -1.222 -0.664 2.136 0.371 0.311 0.515 0.11
H 3.726 -1.396 0.102 -0.792 0.246 -0.725 0.15
H 3.318 0.316 0.449 -0.478 -0.741 -0.928 0.13
H 1.911 0.409 -1.704 -0.465 3.043 -1.316 0.07
H 2.456 -1.189 -2.218 -0.166 -0.210 0.487 0.15
H 1.867 1.476 1.523 0.816 -0.212 -0.041 0.08
H 0.474 2.206 2.059 -0.684 0.070 -0.135 0.13
H 0.617 0.463 2.230 -0.030 -1.012 1.707 0.07
H 0.756 1.562 -0.378 -0.185 0.305 -1.843 0.12
```
Positions in Å, forces in eV/Å.

Results
relative energy (zero: lowest compared OMol25 entry of this formula, charge and spin)	531.21	kJ/mol
gap between HOMO and LUMO	0.3020	Ha
total charge	+1


Density functional theory data (the ωB97M-V functional and the def2-TZVPD basis) for an isolated ion of composition C11H13N2O and charge +1 at a distorted geometry.

Geometry as XYZ:
```
27
Properties=species:S:1:pos:R:3:forces:R:3:lowdin_charge:R:1
C 2.549 2.976 0.914 1.557 1.260 4.075 -0.08
C 2.547 2.307 -0.224 -0.684 -0.514 -3.806 -0.11
C 1.546 2.753 1.907 0.814 -0.033 -0.436 -0.03
C 1.492 1.496 -0.620 -0.056 -0.726 1.023 -0.04
C 0.494 1.925 1.566 0.409 -0.136 -0.792 -0.01
C 0.476 1.291 0.290 -0.772 0.500 0.325 -0.18
C -2.048 0.461 0.058 0.434 -0.124 -0.812 -0.32
C -1.720 -0.194 -2.411 0.536 -0.042 -0.205 -0.14
C -0.566 -1.144 -2.517 1.493 0.724 -1.398 -0.11
C 0.099 -1.145 -0.104 -0.068 1.355 1.335 0.02
C -0.597 0.316 -0.111 1.863 -1.669 1.066 -0.23
N -1.512 0.558 -1.227 -1.316 1.636 1.678 0.10
N -0.383 -1.932 -1.310 2.167 -0.767 1.145 0.05
O -3.029 0.435 0.729 0.218 -0.081 -0.527 0.18
H 3.539 3.490 1.113 -1.692 -0.079 0.186 0.14
H 3.245 2.556 -0.998 0.794 -0.180 0.018 0.11
H 1.605 3.111 2.953 0.092 0.101 -0.988 0.12
H 1.557 0.856 -1.504 -0.021 0.683 -0.042 0.11
H -0.237 1.756 2.333 -0.554 -0.316 -0.097 0.12
H -1.616 0.336 -3.343 -0.215 0.971 -0.163 0.13
H -2.736 -0.545 -2.383 -0.364 -0.931 -0.145 0.14
H -0.765 -1.810 -3.411 1.020 0.696 0.998 0.17
H 0.404 -0.493 -2.464 -1.692 -1.205 -1.303 0.16
H 1.217 -0.908 -0.225 -1.732 -0.916 0.121 0.15
H -0.114 -1.735 0.873 0.439 0.928 -1.825 0.18
H -1.251 -2.332 -1.122 -1.829 -1.419 0.828 0.15
H 0.336 -2.674 -1.420 -0.844 0.281 -0.260 0.20
```
Positions in Å, forces in eV/Å.

Results
relative energy (zero: lowest compared OMol25 entry of this formula, charge and spin)	233.85	kJ/mol
gap between HOMO and LUMO	0.3350	Ha
total charge	+1


Density functional theory data (the ωB97M-V functional and the def2-TZVPD basis) for an isolated ion of composition C11H13N2O and charge +1 at a distorted geometry.

Geometry as XYZ:
```
27
Properties=species:S:1:pos:R:3:forces:R:3:lowdin_charge:R:1
C -1.838 -2.577 0.513 0.315 2.384 0.983 -0.04
C -1.996 -1.243 1.055 -0.325 -4.167 0.327 0.00
C -0.772 -2.858 -0.276 -0.089 -1.263 -3.035 -0.02
C -1.036 -0.306 0.791 0.032 -0.981 -0.455 -0.21
C 0.086 -0.616 0.008 -0.401 -0.383 -0.717 -0.08
C 0.175 -1.873 -0.597 1.215 -0.333 0.728 -0.24
C -1.205 0.980 1.331 0.178 2.485 0.758 -0.02
C -0.965 2.140 0.719 -0.487 0.796 -1.577 -0.02
C 1.165 0.357 -0.337 -1.476 -0.819 -2.933 -0.31
C -0.472 2.263 -0.772 -0.081 -1.062 1.470 -0.03
C 0.838 1.796 -0.271 -0.488 0.811 -1.554 -0.23
N 1.268 -2.292 -1.377 -3.666 -0.671 1.509 0.15
N 1.800 2.586 0.060 -0.913 0.300 -0.131 0.28
O 2.400 -0.020 0.146 0.759 0.294 0.996 0.04
H -2.516 -3.292 0.909 -0.537 -0.769 -0.371 0.10
H -2.800 -1.359 1.807 0.482 1.755 -0.409 0.13
H -0.719 -3.758 -1.001 -0.083 0.920 1.979 0.15
H -1.519 1.029 2.347 -0.463 0.086 0.720 0.13
H -1.049 3.159 1.105 -0.136 -0.678 0.673 0.13
H 1.160 0.296 -1.554 0.586 -0.015 2.296 0.23
H -0.924 1.604 -1.504 -0.097 -0.524 0.303 0.14
H -0.636 3.262 -1.137 0.686 0.499 0.113 0.13
H 0.916 -2.912 -2.071 0.854 -0.370 -0.810 0.10
H 2.019 -1.709 -1.476 2.071 1.348 -0.795 0.05
H 2.301 -0.369 1.062 0.034 0.145 -0.868 0.16
H 1.755 3.573 0.072 -0.156 0.978 -0.166 0.15
H 2.565 2.140 0.448 2.190 -0.771 0.965 0.11
```
Positions in Å, forces in eV/Å.

Results
relative energy (zero: lowest compared OMol25 entry of this formula, charge and spin)	74.40	kJ/mol
gap between HOMO and LUMO	0.2897	Ha
total charge	+1


Density functional theory data (the ωB97M-V functional and the def2-TZVPD basis) for a single C11H13N3O2S2 molecule at a distorted geometry.

Geometry as XYZ:
```
31
Properties=species:S:1:pos:R:3:forces:R:3:lowdin_charge:R:1
C 0.546 2.937 -2.860 -1.573 2.192 -2.446 -0.02
C 1.838 2.284 -2.895 3.794 2.305 -4.684 -0.59
O 2.733 2.478 -3.765 -2.090 0.124 1.035 0.00
N 2.164 1.464 -1.954 3.107 -3.869 2.189 0.09
C 1.243 1.081 -0.981 15.132 -6.181 -3.000 -0.60
N 0.274 1.498 -0.610 -12.795 4.861 4.226 0.08
N -0.172 0.948 0.555 1.769 -2.045 -0.107 -0.02
C -1.462 1.043 0.900 -0.270 1.938 1.021 -0.56
O -1.815 0.494 1.895 -1.320 -2.051 1.866 0.11
C -2.202 2.170 0.325 9.099 -0.413 -7.416 0.03
H -1.372 3.005 0.196 -2.423 -1.167 0.434 0.14
H -3.046 2.346 0.635 -8.324 2.300 4.820 -0.02
H -2.542 1.936 -0.745 1.144 0.117 0.799 0.12
C 0.667 -0.391 1.019 -5.156 1.304 0.317 -0.55
C -0.132 -1.675 0.698 3.397 2.607 3.173 -0.53
C -0.076 -2.581 1.741 -2.802 -2.228 -3.329 -0.28
C -0.940 -3.702 1.226 2.098 1.694 -1.054 -0.09
C -1.214 -3.493 -0.111 -2.639 -6.952 3.177 -0.58
S -0.781 -2.186 -0.757 2.030 6.776 -2.800 1.11
H -1.658 -4.208 -0.766 -0.467 -0.610 0.008 0.07
H -1.078 -4.693 1.556 -0.145 -0.768 1.157 0.08
C 0.574 -2.588 3.090 -3.271 -4.725 -1.171 -0.02
H -0.004 -1.923 3.644 -0.708 1.084 1.687 0.05
H 1.606 -2.407 3.160 1.281 -0.090 -0.042 0.06
H 0.159 -3.791 3.328 2.046 3.584 0.457 0.17
H 0.731 -0.240 2.111 0.014 -0.333 -0.627 0.12
S 2.072 -0.077 0.204 3.613 0.192 -2.134 1.03
H 3.247 0.984 -2.093 -4.468 1.707 0.724 0.27
H 0.426 3.607 -1.977 -0.063 -0.632 -0.765 0.11
H -0.208 2.159 -2.899 -0.420 0.131 0.391 0.08
H 0.422 3.519 -3.870 0.412 -0.851 2.093 0.13
```
Positions in Å, forces in eV/Å.

Results
relative energy (zero: lowest compared OMol25 entry of this formula, charge and spin)	586.32	kJ/mol
gap between HOMO and LUMO	0.3370	Ha


| no. | HOMO level (eV) |
| --- | --- |
| 1 | -13.4 |
| 2 | -12.7 |
| 3 | -11.6 |
| 4 | -8.8 |